--- i ---
Molecular formula: C4H8NO2P
Method: DFT, ωB97M-V/def2-TZVPD

Geometry (Å):
1 C 0.19 0.45 -2.01
2 H -1.96 -0.45 1.06
3 H 1.78 -3.51 1.37
4 N 0.48 -0.77 0.53
5 P -0.14 1.01 0.68
6 O 0.34 2.01 1.62
7 C -1.88 0.71 0.81
8 H -0.16 1.02 -2.95
9 H -2.51 0.92 0.03
10 O 0.12 1.34 -0.87
11 H -0.42 -0.37 -1.67
12 H 1.19 0.01 -2.33
13 C 1.96 -2.84 0.66
14 H 3.05 -2.83 0.46
15 H -2.23 1.15 1.77
16 C 1.27 -1.67 0.73

Molecular weight = 133.09 g/mol
Total charge = 0
Frontier orbital gap = 9.28 eV
Structure (SMILES) = C=C=N[P@@](C)(=O)OC

--- ii ---
Molecular formula: C4H8NO2P
Method: DFT, ωB97M-V/def2-TZVPD

Geometry (Å):
1 H -2.97 -0.41 0.64
2 N -2.09 -0.02 0.17
3 C -1.05 0.43 0.93
4 H -0.99 0.33 2.07
5 H 0.58 -1.31 1.81
6 H -1.68 -0.71 -0.53
7 C -0.38 1.59 0.45
8 H 0.63 -1.46 -0.07
9 O -0.78 2.20 -0.68
10 H -1.70 1.92 -1.04
11 P 2.29 0.12 0.70
12 H 3.12 0.92 -1.28
13 O 0.74 1.95 0.86
14 H 1.60 -0.01 -1.73
15 C 0.78 -0.90 0.86
16 C 2.32 0.43 -0.91

Molecular weight = 133.09 g/mol
Total charge = 0
Frontier orbital gap = 7.96 eV

Stability ranking, top entry: i; the second entry is 264.8 kJ/mol less favorable.

--- i ---
Molecular formula: C6H37NO12
Method: DFT, ωB97M-V/def2-TZVPD

Geometry (Å):
1 H -1.30 2.42 3.02
2 H 3.11 1.00 -1.59
3 H 4.06 -3.25 0.73
4 H 0.35 -0.10 2.79
5 H -3.84 -0.26 -1.91
6 H -3.30 -2.97 1.81
7 H -2.13 0.51 0.28
8 O -3.67 0.11 2.26
9 C -0.48 -0.87 -1.59
10 C -1.27 3.31 0.85
11 H -3.06 -1.49 1.75
12 H -4.26 0.74 1.84
13 H 1.21 -3.61 -2.02
14 O -3.14 -2.28 1.15
15 H 1.17 3.90 -1.19
16 O 2.31 -1.06 1.06
17 H 0.58 4.31 -2.57
18 H 3.75 -0.61 -0.98
19 H -0.63 0.38 4.11
20 H -0.03 -3.97 -1.32
21 C -1.16 0.96 0.00
22 H -1.08 -1.76 -1.36
23 O 0.56 -4.33 -2.01
24 O 3.71 -3.34 -0.16
25 H 1.40 -1.34 0.87
26 H 2.79 2.17 -0.50
27 H -1.33 3.57 -0.21
28 H 0.40 -1.32 -2.08
29 H 2.84 -2.95 0.02
30 H -2.81 0.58 2.19
31 C -0.05 0.81 3.26
32 H -2.25 3.48 1.35
33 H 3.47 -2.02 -1.36
34 O 3.08 -1.11 -1.47
35 O 1.93 0.70 -3.55
36 H -1.40 -2.83 0.71
37 O -0.72 -3.45 0.38
38 H 0.24 -0.66 0.51
39 H -3.56 -0.92 -0.60
40 N -1.05 1.55 2.56
41 O 3.24 1.35 -0.70
42 H -1.37 1.50 -0.91
43 C -0.75 1.93 1.14
44 H 1.20 0.80 -2.94
45 H 0.23 4.15 1.99
46 O 1.27 3.80 -2.15
47 H -0.81 -0.24 -2.42
48 H 2.48 -0.42 0.33
49 H 0.83 1.37 3.60
50 C -0.08 -0.03 -0.37
51 H 0.36 1.97 1.02
52 O -4.25 -0.42 -1.05
53 O -0.47 4.36 1.38
54 H 0.82 0.52 -0.67
55 H -0.76 -4.19 1.01
56 H 2.47 -0.09 -3.35

Molecular weight = 315.36 g/mol
Total charge = 0
Frontier orbital gap = 10.05 eV
Structure (SMILES) = CCC[C@@H](CO)NC.O.O.O.O.O.O.O.O.O.O.O

--- ii ---
Molecular formula: C6H37NO12
Method: DFT, ωB97M-V/def2-TZVPD

Geometry (Å):
1 H -1.27 2.53 3.18
2 C -1.80 -2.15 0.29
3 H -0.18 -2.23 -3.43
4 C 1.68 0.22 -1.70
5 H 0.63 2.79 -2.32
6 C 1.22 -0.62 -2.86
7 H -1.38 3.19 0.20
8 H 1.30 1.71 0.41
9 H -2.55 -2.05 -0.49
10 H 1.72 1.31 -1.91
11 O 1.15 1.80 1.36
12 H -0.25 2.41 1.99
13 H 1.97 -1.32 -3.32
14 H 3.77 0.60 -2.20
15 H 3.36 0.10 0.52
16 H -0.99 -1.08 -2.74
17 C 3.26 0.11 -1.38
18 H -1.85 1.27 -1.61
19 O -1.12 2.77 2.27
20 N -0.43 -1.76 -0.03
21 H 0.99 0.12 -0.85
22 H -0.22 0.54 2.87
23 H 0.59 0.00 -3.56
24 H 2.95 -2.29 0.20
25 O -0.65 -1.80 3.32
26 O 2.39 0.15 3.94
27 H -2.78 0.21 -2.20
28 O 3.48 0.75 -0.18
29 H -0.64 -3.25 -1.51
30 O -2.80 0.59 1.06
31 H -2.10 -1.63 1.20
32 H -4.16 0.20 -0.36
33 C 0.04 -2.42 -1.24
34 H 3.68 -0.91 -1.26
35 H -1.68 -3.27 0.45
36 H 2.59 -0.01 3.01
37 O 2.75 -1.74 0.97
38 O -4.31 -0.12 -1.25
39 H 1.90 -2.12 1.21
40 O -0.06 3.15 -2.93
41 H -0.25 0.01 4.19
42 H -3.26 0.84 1.88
43 H -1.94 0.97 1.29
44 O -0.28 0.89 3.76
45 H 2.03 1.05 3.89
46 H 0.04 -2.12 3.92
47 H 1.11 -2.66 -1.17
48 H -0.56 2.30 -2.88
49 H -0.48 -0.73 -0.19
50 O -1.87 0.52 -2.21
51 H 1.48 0.97 1.71
52 H -3.91 -0.97 -1.42
53 H -1.19 3.61 -1.25
54 O -0.99 2.89 -0.63
55 C -0.01 -1.56 -2.52
56 H -0.12 -1.76 2.51

Molecular weight = 315.36 g/mol
Total charge = 0
Frontier orbital gap = 9.55 eV
Structure (SMILES) = CNCCCCCO.O.O.O.O.O.O.O.O.O.O.O

Stability ranking, top entry: i; the second entry is 93.0 kJ/mol less favorable.

--- i ---
Molecular formula: C4H9O2
Method: DFT, ωB97M-V/def2-TZVPD

Geometry (Å):
1 H -1.55 -0.01 -2.15
2 H -0.47 1.35 -1.82
3 H 0.65 -1.84 1.15
4 H 2.34 -2.16 0.59
5 C 1.54 -1.41 0.69
6 C -0.98 0.51 -1.38
7 C -2.00 0.97 -0.31
8 H -2.28 0.13 0.32
9 H -0.32 -0.21 -0.91
10 O 2.03 -0.11 2.63
11 H -1.55 1.73 0.33
12 H -2.85 1.47 -0.77
13 O 2.20 0.87 0.60
14 C 1.97 -0.08 1.38
15 H 1.26 -1.20 -0.34

Molecular weight = 89.11 g/mol
Total charge = -1
Frontier orbital gap = 7.72 eV

--- ii ---
Molecular formula: C4H9O2
Method: DFT, ωB97M-V/def2-TZVPD

Geometry (Å):
1 H -1.89 -1.80 -1.99
2 H -0.74 0.13 -0.40
3 O 0.31 2.37 0.01
4 C -2.05 -1.54 -0.93
5 H -2.87 -0.82 -1.01
6 H 2.90 0.84 1.33
7 H 1.34 0.10 1.22
8 H 0.10 -1.41 -0.64
9 C -0.82 -0.95 -0.27
10 O 2.30 1.90 -0.96
11 H 1.51 1.71 2.07
12 H -2.47 -2.43 -0.44
13 C 1.45 1.87 -0.04
14 H -0.90 -1.07 0.80
15 C 1.84 1.08 1.24

Molecular weight = 89.11 g/mol
Total charge = -1
Frontier orbital gap = 7.66 eV

Stability ranking, top entry: ii; the second entry is 7.3 kJ/mol less favorable.